Molecular formula: C9H16N2S2
Method: DFT, wB97M-V/def2-TZVPD

The geometry in XYZ format:
```
29
Properties=species:S:1:pos:R:3
C -0.86451 2.34294 -0.12876
C -3.31370 -0.08379 0.22109
C -0.60580 0.05742 0.18031
C 0.22739 1.38769 0.33232
C 1.49403 1.60372 -0.52528
C 0.58203 1.66427 1.81166
C 0.75217 -2.20062 0.04054
C -0.91194 -1.46336 -1.78702
C 0.04534 -0.91682 -0.75198
N -1.92820 1.84262 -0.57089
N -1.87724 0.55188 -0.38129
S -3.37670 -1.16381 1.41567
S -4.65234 0.56702 -0.53736
H -0.68420 3.36715 -0.20839
H -0.82442 -0.40222 1.17517
H 2.24969 0.80053 -0.55917
H 1.77309 2.61600 -0.14301
H 1.13859 1.67483 -1.49473
H 1.09624 0.88883 2.38726
H -0.39912 1.64510 2.31286
H 1.10343 2.62283 1.96138
H 1.63328 -1.79168 0.55071
H 1.00712 -2.93646 -0.68400
H 0.07394 -2.62022 0.83514
H -1.55847 -2.25889 -1.51994
H -0.18558 -2.04645 -2.46036
H -1.27315 -0.67511 -2.37874
H 0.86185 -0.47296 -1.27451
H -5.47475 -0.43978 -0.24997
```

## Properties
Electronic energy (eV): -34239.911
HOMO-LUMO gap (eV): 8.2
Multiplicity: 1
Relative energy (zero: lowest compared OMol25 entry of this formula, charge and spin) (kcal per mole): 40.17
SMILES: CC(C)[C@@H]1N(C(=S)S)N=CC1(C)C
Maximum force (eV/A): 6.70